Entry 1:
ORCA calculation (the ωB97M-V functional and the def2-TZVPD basis) on a molecular structure, CH31NO16 in a non-equilibrium geometry.

The geometry in ORCA input format:
```
! RIJCOSX wB97M-V def2-TZVPD def2/J DEFGRID3
* xyz 0 1
N 2.802 -0.987 1.873
H 2.096 -1.775 1.744
H 2.531 -0.422 2.636
H 2.850 -0.453 1.171
H 3.659 -1.251 1.933
C 0.147 -0.101 -0.425
O -0.625 0.750 0.132
O 0.253 -1.319 0.061
O 0.842 0.241 -1.392
H -0.225 -1.439 0.898
O -3.782 0.089 1.281
H -3.609 0.225 0.406
H -2.945 0.250 1.850
O 1.634 0.784 -4.899
H 2.306 0.408 -4.650
H 1.180 0.995 -3.963
O -2.388 1.714 -0.814
H -1.567 1.353 -0.493
H -2.469 1.106 -1.519
O -2.469 -2.370 -0.024
H -2.108 -2.317 -0.990
H -3.430 -2.432 -0.130
O 0.474 2.439 -2.788
H 1.237 3.068 -2.723
H 0.791 1.454 -2.231
O -0.032 -0.512 3.252
H -0.785 0.137 3.255
H -0.578 -1.310 3.065
O 3.257 -0.488 -0.767
H 2.415 -0.051 -1.083
H 3.901 0.053 -1.217
O -1.051 -2.633 1.910
H -1.687 -2.281 1.170
H -0.818 -3.578 1.548
O -0.392 3.025 1.100
H -0.683 3.855 0.630
H -0.374 2.418 0.490
O -0.545 -0.831 -3.323
H 0.039 -0.388 -2.637
H -0.130 -0.618 -4.181
O -1.589 1.209 2.746
H -2.235 1.804 3.239
H -1.445 1.947 2.177
O 0.762 -2.715 -2.411
H -0.057 -2.225 -2.622
H 0.977 -2.395 -1.642
O 1.660 1.743 2.672
H 1.284 1.626 3.572
H 0.934 2.213 2.115
*
```

## Properties
- Gap between HOMO and LUMO: 0.349 Eh
- Energy above the lowest of the compared OMol25 structures with the same formula, charge and spin: 50.7 kcal per mole
- F_max: 14.3 eV Å⁻¹
- HOMO energy: -9.85 eV

***

Entry 2:
ORCA calculation (the ωB97M-V functional and the def2-TZVPD basis) on a single C20H27N3O6S molecule in a non-equilibrium geometry.

The geometry in ORCA input format:
```
! RIJCOSX wB97M-V def2-TZVPD def2/J DEFGRID3
* xyz 0 1
C 5.645 2.679 1.398
H 6.619 2.906 1.830
O 5.751 1.372 0.887
C 4.667 0.822 0.276
C 3.442 1.454 0.119
C 2.396 0.789 -0.525
C 2.575 -0.501 -1.016
C 3.800 -1.123 -0.853
C 4.838 -0.477 -0.213
H 5.798 -0.949 -0.078
H 3.940 -2.123 -1.233
H 1.767 -1.003 -1.521
C 1.120 1.452 -0.683
N 0.006 0.907 -1.080
C -0.917 1.916 -1.092
C -0.307 3.071 -0.678
O 0.988 2.771 -0.420
C -0.785 4.463 -0.508
H -0.298 4.915 0.353
H -0.543 5.059 -1.388
H -1.861 4.469 -0.358
C -2.330 1.669 -1.441
H -2.478 0.622 -1.690
H -2.698 2.321 -2.228
S -3.363 2.044 0.024
O -2.642 1.728 1.230
O -3.854 3.391 -0.096
C -4.796 0.907 -0.075
C -4.266 -0.506 0.055
O -4.243 -1.274 -0.887
N -3.838 -0.800 1.296
H -3.681 -0.021 1.922
C -3.097 -2.006 1.596
H -3.346 -2.747 0.835
C -1.572 -1.770 1.606
N -0.896 -2.652 0.675
C 0.526 -2.758 0.957
H 0.660 -3.104 1.984
C 1.148 -3.776 0.000
O 0.961 -3.407 -1.344
C -0.414 -3.267 -1.626
C -1.074 -2.237 -0.712
H -2.139 -2.190 -0.945
H -0.623 -1.246 -0.886
H -0.482 -2.955 -2.669
H -0.916 -4.238 -1.500
H 2.226 -3.839 0.158
H 0.691 -4.761 0.182
H 1.040 -1.788 0.836
H -1.179 -1.979 2.604
H -1.371 -0.707 1.383
H -3.434 -2.374 2.567
H -5.274 1.067 -1.036
H -5.459 1.188 0.739
H 3.270 2.453 0.485
H 5.422 3.403 0.608
H 4.880 2.744 2.178
*
```

## Properties
- Gap between HOMO and LUMO: 0.321 Eh
- Energy above the lowest of the compared OMol25 structures with the same formula, charge and spin: 61.2 kcal per mole
- F_max: 1.3 eV Å⁻¹
- HOMO energy: -8.19 eV
- SMILES string: COc1cccc(-c2nc(CS(=O)(=O)CC(=O)NCCN3CCOCC3)c(C)o2)c1

***

Entry 3:
ORCA calculation (the ωB97M-V functional and the def2-TZVPD basis) on a single C3H6N2O molecule.

The geometry in ORCA input format:
```
! RIJCOSX wB97M-V def2-TZVPD def2/J DEFGRID3
* xyz 0 1
N -0.274 0.553 -1.869
C -1.143 -0.102 -1.072
O -1.908 -0.984 -1.410
C -0.853 0.095 0.385
C 1.104 -0.107 1.529
N 0.259 0.642 0.638
H -0.276 0.371 -2.853
H 0.425 1.138 -1.443
H -1.336 -0.608 1.072
H 1.575 -0.786 0.801
H 0.563 -0.740 2.250
H 1.865 0.528 1.974
*
```

## Properties
- Gap between HOMO and LUMO: 0.364 Eh
- Energy above the lowest of the compared OMol25 structures with the same formula, charge and spin: 40.3 kcal per mole
- F_max: 0.6 eV Å⁻¹
- HOMO energy: -9.64 eV
- SMILES string: C/N=C/C(N)=O

***

Entry 4:
ORCA calculation (the ωB97M-V functional and the def2-TZVPD basis) on a molecular structure, C29H24F3NO4PbS2 in a non-equilibrium geometry.

The geometry in ORCA input format:
```
! RIJCOSX wB97M-V def2-TZVPD def2/J DEFGRID3
* xyz -2 1
Pb -5.431 -19.264 -0.033
C -9.822 -19.914 0.034
C -8.668 -20.850 -0.034
C -8.287 -21.493 1.175
C -7.196 -22.343 1.273
C -6.751 -22.964 2.552
C -6.467 -22.581 0.089
C -6.875 -22.038 -1.136
C -6.077 -22.375 -2.357
C -7.986 -21.192 -1.183
H -10.639 -20.363 0.630
H -10.214 -19.605 -0.925
H -9.548 -18.992 0.585
H -8.962 -21.379 2.052
H -7.595 -23.246 3.225
H -6.104 -22.214 3.083
H -6.122 -23.849 2.339
H -5.600 -23.253 0.188
H -6.671 -22.213 -3.271
H -5.755 -23.429 -2.390
H -5.162 -21.743 -2.441
H -8.238 -20.767 -2.133
O -5.579 -20.083 3.829
C -5.907 -19.079 3.168
O -6.667 -18.887 2.115
C -5.405 -17.705 3.719
C -5.375 -17.548 5.099
C -5.155 -16.247 5.610
C -4.764 -15.217 4.766
C -4.578 -15.464 3.393
C -4.951 -16.675 2.819
S -4.385 -16.907 1.148
H -5.611 -18.409 5.744
H -5.264 -16.000 6.662
H -4.658 -14.190 5.072
H -4.193 -14.675 2.718
O -1.700 -18.016 -2.207
C -2.942 -18.068 -2.384
O -3.654 -18.964 -1.734
C -3.639 -17.041 -3.233
C -2.761 -16.232 -4.005
C -3.213 -15.113 -4.612
C -4.533 -14.731 -4.430
C -5.401 -15.456 -3.608
C -5.040 -16.714 -3.054
S -6.282 -17.665 -2.353
H -1.730 -16.563 -4.071
H -2.524 -14.490 -5.206
H -4.889 -13.843 -4.932
H -6.409 -15.147 -3.399
F 1.739 -21.436 0.108
C 0.829 -22.328 0.657
F 0.671 -23.392 -0.253
F 1.352 -22.863 1.828
C -0.490 -21.620 0.849
C -0.756 -20.347 0.353
C -2.000 -19.758 0.484
N -3.039 -20.342 1.071
C -2.823 -21.599 1.589
C -1.564 -22.232 1.526
H 0.041 -19.732 -0.118
H -2.138 -18.748 0.109
H -3.638 -22.080 2.098
H -1.448 -23.204 2.008
*
```

## Properties
- Gap between HOMO and LUMO: 0.214 Eh
- Energy above the lowest of the compared OMol25 structures with the same formula, charge and spin: 0.0 kcal per mole
- F_max: 2.8 eV Å⁻¹
- HOMO energy: -1.44 eV

***

Entry 5:
ORCA calculation (the ωB97M-V functional and the def2-TZVPD basis) on 2 unconnected molecules or ions with the total composition C5H10.

The geometry in ORCA input format:
```
! RIJCOSX wB97M-V def2-TZVPD def2/J DEFGRID3
* xyz 0 1
C -1.079 -0.628 0.808
C -1.750 0.341 0.194
C 0.985 1.640 -0.607
C 1.855 0.695 -0.275
C -0.273 -1.679 0.106
H -1.115 -0.698 1.895
H -0.826 -2.623 0.124
H -1.720 0.445 -0.889
H -2.338 1.071 0.743
H 0.736 1.855 -1.644
H 0.460 2.220 0.147
H 2.073 0.468 0.766
H 2.364 0.091 -1.022
H 0.691 -1.855 0.599
H -0.080 -1.413 -0.938
*
```

## Properties
- Gap between HOMO and LUMO: 0.389 Eh
- Energy above the lowest of the compared OMol25 structures with the same formula, charge and spin: 42.9 kcal per mole
- F_max: 0.2 eV Å⁻¹
- HOMO energy: -9.31 eV
- SMILES string: C=CC.C=C

***

Entry 6:
ORCA calculation (the ωB97M-V functional and the def2-TZVPD basis) on 2 unconnected molecules or ions with the total composition C3H12N3O2 in a non-equilibrium geometry.

The geometry in ORCA input format:
```
! RIJCOSX wB97M-V def2-TZVPD def2/J DEFGRID3
* xyz 1 1
C -2.850 -0.463 0.141
C 2.498 1.285 0.543
C -1.162 1.319 0.352
N 0.366 -1.363 0.880
N 0.250 -0.864 -1.328
N 0.775 -0.407 -0.026
O -1.808 0.482 -0.393
O 2.144 -0.061 0.071
H -3.716 0.184 0.222
H -2.395 -0.949 1.063
H -3.022 -1.227 -0.655
H 3.511 1.191 0.736
H 1.913 1.555 1.503
H 2.344 2.064 -0.147
H -0.784 2.198 -0.257
H -1.250 1.383 1.468
H 1.070 -1.988 1.237
H -0.119 -0.975 1.710
H 0.573 -1.724 -1.912
H 0.052 -0.021 -1.913
*
```

## Properties
- Gap between HOMO and LUMO (spin up / spin down): 0.274 / 0.274 Eh
- Energy above the lowest of the compared OMol25 structures with the same formula, charge and spin: 194.5 kcal per mole
- F_max: 4.0 eV Å⁻¹
- HOMO energy (spin up / spin down): -12.95 / -12.95 eV